# C5H12NSe

2 unconnected molecules or ions with the total composition C5H12NSe at a distorted geometry (wB97M-V/def2-TZVPD, the OMol25 dataset).

Calculated values
Relative energy (zero: lowest compared OMol25 entry of this formula, charge and spin)   2.276 eV
Net charge   +1
Gap between HOMO and LUMO   8.1 eV

Last column: Löwdin charge in e.
Element x y z (Å)
1 H 2.19 2.55 0.54  0.053
2 H 1.05 0.45 -2.22  0.126
3 N 0.14 0.99 0.64  0.009
4 H -0.70 2.89 0.03  0.112
5 H -0.69 0.58 -1.91  0.104
6 H -0.66 -2.32 0.78  -0.026
7 H -1.28 -4.00 1.46  0.035
8 C 0.20 -0.06 -1.61  -0.128
9 C 0.70 -0.09 -0.20  -0.798
10 C -1.45 -3.16 0.74  -0.071
11 Se 1.95 -1.19 0.42  0.935
12 H -0.08 -1.11 -2.04  0.130
13 H 0.63 0.78 1.57  0.176
14 C 0.19 2.39 0.21  -0.116
15 H -2.56 -2.85 0.78  0.045
16 C 1.33 3.03 0.34  0.121
17 H -0.81 0.82 0.90  0.172
18 H -1.49 -3.69 -0.22  0.008
19 H 1.32 4.00 -0.19  0.112